A molecular structure, C15H20Cl2F2NO27PdS2Y, computed with wB97M-V/def2-TZVPD.

Geometry as XYZ:
```
71
Properties=species:S:1:pos:R:3:forces:R:3
Pd -1.244644 1.233990 -4.333482 16.92 -4.61 -4.50
Y -4.096028 0.094455 -0.234111 5.45 0.92 -1.89
Cl -3.329762 2.772727 -3.106607 -0.76 2.15 -0.04
Cl -2.796503 -1.597400 -3.628853 0.13 -3.47 0.04
S -0.511091 0.807120 -1.089746 -0.15 -3.30 -3.99
S 0.323988 2.958060 -1.862363 1.91 7.80 -2.26
F -0.181942 -0.451838 -1.983473 0.40 -0.35 1.01
F 0.080738 3.980538 -3.073440 0.19 -1.09 -0.41
O -2.310690 3.736885 -2.937194 -1.37 -0.18 0.29
O -0.287459 3.740904 -0.830423 -0.54 -1.93 0.80
O -1.840085 0.486363 -0.709961 -2.30 0.07 1.54
O -2.734961 1.729533 -4.015482 -17.08 4.49 2.33
O -3.185454 -3.793728 1.331853 -1.18 0.33 -0.22
O -4.508915 3.211093 -3.728749 0.19 -0.13 0.27
O -1.236873 -3.807523 0.313228 -0.69 0.65 -0.20
O 0.510764 0.924786 -0.141356 -0.01 0.63 0.40
O 1.741740 2.902261 -1.871027 -0.23 -1.85 0.16
O 1.290736 -7.099043 -1.698931 -0.53 -0.85 0.17
O 5.705712 0.390709 -0.129646 0.31 -0.07 -0.45
O 0.895638 -4.963836 -1.269460 0.08 1.05 -0.35
O -3.286328 -1.052748 -2.339250 -1.45 1.31 1.02
O -2.478092 4.398484 0.832403 -0.59 -0.22 -0.43
O -2.220157 -2.861887 -3.323412 0.22 0.83 0.14
O -1.718917 -0.712793 -4.084494 0.06 -0.94 -0.23
O -3.637360 2.083362 -1.859183 -0.53 -0.89 1.07
O -3.801069 -1.766444 -4.602503 -0.16 1.40 0.44
O 2.519149 3.751103 5.310494 -0.25 0.00 -0.31
O 4.549543 1.055920 1.642215 -0.30 0.69 0.27
O -2.350218 -1.879136 0.526565 -1.35 1.44 -0.26
O -2.903617 2.239327 1.185619 -0.88 -1.24 0.02
O -1.175207 3.285525 2.195424 -0.12 -1.16 -0.22
O 1.843510 -5.577365 -3.224567 0.21 0.83 0.21
O 2.035164 1.617480 5.768712 0.81 -0.74 0.33
O 0.954650 2.619630 4.117886 0.03 -0.06 -0.21
O 6.645440 0.360788 1.932458 0.66 0.07 -0.06
N -0.571928 1.771372 -2.468531 1.74 -0.60 4.74
C -1.629376 -5.177386 0.385603 0.27 -2.17 1.34
C -2.278519 -3.089084 0.712833 0.70 -0.99 -0.09
C -1.541692 5.386666 1.244924 1.35 0.27 2.35
C 1.321880 -5.975131 -2.050533 0.64 -1.12 0.01
C 4.416719 0.607976 -0.630185 -2.14 0.39 0.56
C -2.795125 -5.197611 1.377902 0.33 0.16 -0.22
C 0.651717 1.238019 3.993097 -0.25 -0.51 -0.13
C -0.548982 4.590225 2.154621 -1.17 0.72 0.27
C 5.751831 0.604540 1.209657 -0.82 -0.31 0.11
C 1.286364 -3.749859 -1.893302 0.45 0.72 -1.12
C 2.135654 -4.181491 -3.128159 -0.74 0.41 0.53
C 1.188521 0.590634 5.279193 -1.06 0.84 -0.63
C 3.598441 1.129799 0.592830 0.63 -0.39 -0.23
C 1.914479 2.760957 5.076836 0.02 0.12 0.43
C -2.237408 3.243308 1.431831 0.80 0.97 -1.05
H -1.977960 6.029899 2.006828 -0.82 0.35 -0.75
H 1.160418 0.819426 3.121844 0.02 0.19 -0.10
H 3.902757 -0.288642 -0.982672 0.69 -0.36 -0.17
H -0.422132 1.095039 3.880280 0.00 0.19 -0.05
H 1.837383 -3.101928 -1.214678 -0.02 -0.21 0.21
H -0.710791 4.980215 3.154691 0.74 -0.09 0.14
H -1.893240 -5.637730 -0.564346 -0.03 0.73 -0.33
H -1.051730 6.006442 0.503489 -0.42 -0.55 -0.71
H 0.385694 0.441758 6.000956 0.13 -0.17 0.10
H 0.501649 4.570308 1.892504 -0.08 -0.46 -0.20
H 3.232367 2.132135 0.373211 0.18 0.19 0.53
H 2.764120 0.505183 0.908721 -0.05 -0.10 -0.32
H 3.196954 -3.970816 -3.010266 0.06 -0.39 -0.05
H 4.314516 1.367457 -1.402593 0.84 -0.08 -0.21
H -0.853819 -5.820461 0.799522 0.50 0.50 -0.22
H -2.599911 -5.397399 2.428668 0.48 -0.09 -0.12
H 0.453063 -3.191804 -2.324220 -0.47 -0.21 0.61
H -3.558861 -5.894945 1.043726 -0.45 0.52 -0.04
H 1.655614 -0.354040 5.013667 0.58 0.16 0.53
H 1.739917 -3.660339 -3.997097 0.27 -0.21 -0.23
```
Positions in Å, forces in eV/Å.

Values from the calculation:
- 2S+1 = 3
- charge = +2
- <S²> = 2.00
- orbital gap (alpha / beta) (Ha) = 0.1796 / 0.1778
- highest occupied orbital energy (alpha / beta) (eV) = -14.384 / -14.384

A molecular structure, C15H20Cl3N5O2PdS, computed with wB97M-V/def2-TZVPD.

Geometry as XYZ:
```
47
Properties=species:S:1:pos:R:3:forces:R:3
Pd -0.511527 0.287004 0.572382 -0.53 0.21 0.12
Cl 5.835470 -0.565098 4.316669 -0.11 0.02 -0.04
Cl 0.649063 -0.130222 5.781041 0.05 0.00 -0.06
Cl 2.043783 0.218920 0.530965 0.23 -0.04 0.13
S -2.736616 0.440711 -0.124033 0.25 0.29 0.11
O -3.386922 -0.906663 -0.305885 -0.09 -0.23 -0.12
O 0.169853 0.167602 2.860951 -0.01 -0.02 -0.08
N 0.241823 3.511230 -0.878540 -0.08 -0.03 0.18
N 0.383635 3.540321 0.567996 -0.38 -0.16 -0.09
N -0.170364 -2.681682 0.410905 0.14 0.01 0.04
N -0.330258 -6.800325 -0.398125 -0.02 -0.06 0.00
N -1.713615 0.945010 -1.120567 0.08 -0.09 0.01
C -1.361947 -4.592672 -0.385038 -0.01 0.03 0.00
C -0.349705 5.797229 1.168034 0.02 0.03 0.01
C -2.085244 4.024761 0.831811 -0.10 0.00 -0.02
C 1.850083 -0.147163 4.506287 -0.08 -0.01 0.03
C 3.169980 -0.322029 4.857812 0.06 -0.01 0.11
C -0.282202 -5.422632 -0.111320 0.02 -0.01 0.01
C -1.265094 -3.234940 -0.107828 -0.04 0.05 -0.01
C 4.142979 -0.337739 3.872881 0.05 -0.01 0.05
C -0.657248 4.306723 1.299579 0.08 -0.11 -0.07
C 3.786433 -0.172429 2.544143 0.04 -0.01 -0.01
C 0.862765 -3.474843 0.656528 0.00 -0.05 0.02
C 2.460260 -0.001140 2.217917 -0.02 0.02 -0.30
C 1.376818 0.019974 3.160012 -0.03 -0.01 0.08
C -0.500138 3.874492 2.756200 0.04 -0.02 0.04
C 0.866240 -4.842718 0.417977 -0.01 0.05 0.00
H -1.179040 4.436594 3.403594 -0.01 0.00 0.00
H 0.018542 4.452982 -1.183186 0.00 -0.08 -0.02
H -2.799301 4.495240 1.515737 -0.01 0.01 -0.01
H -2.284401 2.952969 0.796491 0.05 0.00 0.03
H 3.435093 -0.443402 5.899820 0.01 0.00 -0.01
H -2.277845 -4.987853 -0.810198 0.00 -0.04 0.00
H 4.534455 -0.170912 1.763028 0.01 0.00 0.00
H 0.190290 2.560355 0.831947 0.36 0.09 -0.14
H -0.529351 2.876194 -1.135287 0.04 0.13 0.11
H -2.271315 4.418909 -0.170156 0.04 0.00 -0.01
H -0.398789 6.125061 0.126183 -0.01 -0.02 -0.03
H 0.526685 4.047897 3.086678 0.00 0.02 0.00
H -1.269975 -7.168398 -0.388818 0.00 0.02 -0.01
H -1.077271 6.389990 1.728980 -0.01 0.02 0.03
H 0.266221 -7.349513 0.202711 0.01 0.03 -0.01
H -2.091475 -2.548645 -0.296884 -0.02 0.00 -0.02
H 1.744669 -5.438662 0.640058 -0.01 -0.02 0.00
H -0.705758 2.805818 2.870907 -0.03 0.03 -0.05
H 1.741255 -2.991259 1.076296 0.01 -0.01 0.00
H 0.653008 6.010254 1.543548 0.01 -0.01 0.01
```
Positions in Å, forces in eV/Å.

Values from the calculation:
- charge = -2
- orbital gap (Ha) = 0.1723
- highest occupied orbital energy (eV) = -0.307
- energy relative to the best compared isomer or geometry (same formula, charge and spin) (kJ/mol) = 57.4

A molecular structure, C15H20Cl3N5O2PdS, computed with wB97M-V/def2-TZVPD.

Geometry as XYZ:
```
47
Properties=species:S:1:pos:R:3:forces:R:3
Pd -0.954520 -0.815326 0.865420 -0.05 0.28 0.27
Cl -0.036237 -1.972014 3.448570 0.20 -0.22 0.34
Cl 4.691021 -1.441439 6.027379 -0.07 0.00 -0.12
Cl 4.488053 -0.871173 0.644803 -0.03 -0.01 0.08
S -1.913781 -3.254968 0.638631 -0.23 -0.03 -0.54
O 1.587182 -1.315226 1.004275 0.16 -0.13 0.40
O -3.164682 -4.041717 0.747368 -0.14 -0.24 0.16
N 0.995083 -1.634393 -1.988028 0.14 -0.09 -0.19
N 0.811569 -0.216518 -1.945553 0.20 0.14 -0.52
N -0.951517 0.847265 2.136646 0.00 0.07 -0.32
N -1.776145 -2.304460 -0.499706 0.13 -0.19 0.19
N -3.450520 3.202546 -0.377097 0.14 -0.12 -0.13
C 2.390061 -1.642732 4.559776 -0.04 -0.01 0.01
C 0.000648 0.292976 -3.067741 0.03 -0.14 0.17
C -2.269214 0.494968 1.913415 0.23 0.31 -0.47
C -1.465193 -0.154954 -2.988234 0.05 -0.08 -0.20
C -1.244463 2.614675 0.503180 0.05 -0.02 0.07
C 0.620976 -0.167118 -4.382449 0.10 0.01 -0.02
C -3.140754 1.299523 1.105015 0.04 -0.03 0.20
C 4.399032 -1.192385 3.322041 0.01 0.02 -0.08
C 0.069576 1.814109 -2.984441 0.03 0.10 0.01
C -2.635063 2.373473 0.432658 -0.06 0.02 0.00
C 2.233385 -1.361240 2.084839 -0.11 0.04 -0.24
C -0.466667 1.806942 1.301144 -0.27 0.20 0.21
C 3.655865 -1.163354 2.156776 0.02 -0.01 0.09
C 1.665020 -1.627297 3.387226 0.05 0.06 -0.19
C 3.758811 -1.421183 4.526706 0.03 0.00 0.03
H -4.402388 3.244637 -0.054343 -0.11 0.02 0.04
H 0.658106 -1.255118 -4.416126 -0.01 0.03 -0.03
H 1.646629 0.209948 -4.464291 -0.08 -0.03 -0.02
H -1.557714 -1.231231 -3.158583 0.00 0.09 0.05
H 0.160180 -2.070331 -1.607420 -0.26 -0.18 0.12
H -0.421399 2.160855 -2.073245 0.00 0.04 0.00
H -2.074468 0.376070 -3.733211 0.07 -0.08 0.05
H 0.030274 0.207831 -5.226386 0.05 -0.01 0.05
H 5.470205 -1.040103 3.288459 -0.03 0.02 -0.03
H 1.710217 -1.802089 -1.289452 0.08 -0.06 0.04
H 1.115565 2.136713 -2.961244 -0.09 -0.02 -0.01
H 0.343242 -0.008710 -1.068718 -0.20 0.37 0.19
H -3.068858 4.127941 -0.487770 0.00 0.09 0.03
H -1.864394 0.041223 -1.994627 -0.08 0.03 0.09
H 0.602427 1.975593 1.367339 0.04 -0.03 0.01
H -4.194122 1.045443 1.040510 0.04 -0.03 0.00
H -0.793577 3.423535 -0.058237 0.04 -0.01 -0.05
H 1.887796 -1.834894 5.498840 -0.01 -0.01 -0.03
H -0.430299 2.271753 -3.847378 0.01 -0.04 0.10
H -2.714968 -0.128064 2.673249 -0.10 -0.15 0.17
```
Positions in Å, forces in eV/Å.

Values from the calculation:
- charge = -2
- orbital gap (Ha) = 0.1942
- highest occupied orbital energy (eV) = -0.868
- energy relative to the best compared isomer or geometry (same formula, charge and spin) (kJ/mol) = 33.6

A molecular structure, C15H20ClN3O3, computed with wB97M-V/def2-TZVPD.

Geometry as XYZ:
```
42
Properties=species:S:1:pos:R:3:forces:R:3
Cl 5.022490 4.899149 3.786172 1.46 1.04 0.70
O -2.826447 -3.638077 -1.766210 -5.11 4.11 1.41
O -0.484644 1.096705 1.372810 5.32 -1.21 -8.10
O -5.178727 -2.980026 -1.103622 4.33 -3.26 -2.03
N -1.666006 -0.318653 -0.772894 4.28 2.30 0.31
N -0.180145 0.083451 -0.984774 -8.71 4.61 12.41
N 2.190275 1.670761 1.222438 2.69 -1.10 -1.87
C -1.585658 -1.148648 -2.997600 -0.94 4.01 -8.07
C -4.860793 -5.186441 0.155798 3.40 6.98 -0.45
C -3.649839 -1.136383 -1.635610 11.71 -6.04 14.04
C 2.801011 3.102839 3.527617 -5.84 2.63 2.61
C 4.243159 2.303220 0.393605 9.27 -0.12 -8.41
C 3.476220 2.309452 1.359907 -9.15 0.19 4.75
C 4.847710 3.857069 2.454465 -5.13 0.06 -0.20
C 0.310317 0.847611 0.158723 -5.51 -3.36 3.04
C 1.778798 0.959299 -0.060019 -1.43 6.89 3.46
C -3.739007 -2.771923 -1.506352 0.76 -1.61 -0.43
C 5.599361 3.935453 1.284081 4.87 7.53 10.16
C 5.491038 3.107847 0.401392 -1.55 -6.53 -11.16
C -5.449347 -4.563602 -1.201857 1.22 2.57 3.50
C -2.179584 -0.740954 -1.821933 -4.17 -1.78 1.93
C 3.571403 3.265889 2.424181 6.58 -2.06 -3.06
H -3.922453 -0.874246 -0.669258 -1.36 1.25 1.22
H -1.055090 -1.960762 -3.072211 3.09 -4.75 0.91
H -3.523521 -5.150983 0.256073 -4.31 0.46 -0.60
H -5.302467 -4.726428 1.071943 0.42 -0.30 -0.86
H 2.575056 2.113711 3.867806 0.73 -0.50 1.03
H 4.254877 1.703760 -0.538084 -0.90 0.03 0.95
H -6.514045 -4.585601 -1.396456 -0.15 -0.21 0.56
H -4.929585 -5.001505 -1.998315 0.86 -0.09 -1.36
H 6.470781 4.548188 1.670007 -0.30 -0.31 -2.06
H 6.172147 3.150996 -0.655099 -1.86 -0.39 3.26
H 2.269672 0.104162 -0.353442 1.09 -1.94 -0.48
H 1.772050 3.374090 3.200738 -0.26 -0.38 -0.35
H 1.776584 1.813237 -0.823334 0.67 -1.36 0.28
H -4.081349 -1.050193 -2.349347 -10.20 3.11 -14.95
H -4.995969 -6.131395 0.141356 -1.33 -6.69 0.05
H 2.833996 4.027953 4.129306 0.67 -1.39 1.11
H 0.271130 -0.203184 -1.674641 5.23 -3.00 -7.40
H -2.233960 -1.411615 -4.058006 0.81 1.20 3.27
H 1.529697 1.655806 1.952751 -0.79 -0.14 0.62
H -0.899136 -0.350025 -3.392104 -0.46 -0.43 0.26
```
Positions in Å, forces in eV/Å.

Values from the calculation:
- orbital gap (Ha) = 0.3166
- highest occupied orbital energy (eV) = -8.237
- energy relative to the best compared isomer or geometry (same formula, charge and spin) (kJ/mol) = 1488.3

| no. | maximum force (eV Å⁻¹) |
| --- | --- |
| 1 | 18.11 |
| 2 | 0.59 |
| 3 | 0.61 |
| 4 | 19.26 |